(1)
Entry from OMol25: a cluster of 10 separate species, C42H61N10O2 in total in a non-equilibrium geometry (the ωB97M-V functional and the def2-TZVPD basis).

For the electronic energy, the calculation gives -63517.73526 eV. The value obtained for the energy relative to the best compared isomer or geometry (same formula, charge and spin) is 1.4485 eV. Its net charge is +1. The HOMO energy is -10.09 eV. The gap between HOMO and LUMO is 8.56 eV. The LUMO energy comes out at -1.53 eV.

CARTESIAN COORDINATES (ANGSTROEM)
C 1.23 -1.63 0.09
O 0.04 -0.91 -0.23
C 0.06 0.43 -0.02
C -1.30 0.93 -0.52
N -1.29 2.38 -0.65
H -0.63 2.74 -1.33
H -2.41 2.44 -1.03
C -1.60 3.10 0.59
C -0.25 3.29 1.44
O -0.47 4.35 2.37
C 0.74 4.95 2.76
H 1.95 -1.57 -0.72
H 1.12 -2.74 0.04
H 1.60 -1.21 1.05
H 0.90 0.74 -0.68
H 0.30 0.71 1.05
H -2.17 0.69 0.17
H -1.41 0.60 -1.51
H -2.43 2.66 1.23
H -1.89 4.18 0.25
H 0.55 3.73 0.94
H 0.11 2.49 1.95
H 0.80 5.62 3.74
H 1.00 5.67 2.29
H 1.51 4.27 3.23
N 3.12 2.58 6.12
C 2.42 3.75 6.04
C 1.09 3.41 5.95
C 0.95 2.00 5.94
C 2.28 1.53 5.96
H 4.06 2.28 6.26
H 2.95 4.70 6.07
H 0.26 4.12 6.07
H 0.04 1.45 5.68
H 2.55 0.32 6.14
N 2.97 1.32 2.90
C 3.03 1.88 1.65
C 3.77 0.96 0.82
C 4.10 -0.21 1.81
C 3.58 0.14 3.08
H 2.46 1.81 3.70
H 2.52 2.65 1.47
H 4.06 0.86 -0.23
H 4.63 -1.04 1.73
H 3.56 -0.37 4.12
N 1.62 -0.27 -4.77
C 0.67 -0.77 -3.88
C -0.57 -0.70 -4.48
C -0.27 -0.28 -5.94
C 1.13 0.08 -5.96
H 2.70 -0.27 -4.64
H 0.94 -1.14 -2.79
H -1.63 -0.91 -4.13
H -1.01 -0.17 -6.69
H 1.71 0.52 -6.75
N 3.14 -6.55 -0.36
C 2.53 -5.73 0.49
C 3.40 -4.82 0.96
C 4.64 -4.95 0.07
C 4.42 -6.04 -0.68
H 2.62 -7.23 -0.88
H 1.64 -5.71 0.81
H 2.96 -3.94 1.56
H 5.49 -4.30 0.00
H 4.95 -6.44 -1.42
N -4.42 1.46 -1.73
C -4.90 2.05 -0.59
C -4.58 3.36 -0.66
C -3.74 3.49 -1.99
C -3.71 2.34 -2.59
H -4.82 0.38 -1.97
H -5.43 1.46 0.17
H -4.98 4.08 -0.11
H -3.63 4.37 -2.47
H -3.23 1.94 -3.55
N -5.52 -1.52 -1.06
C -4.59 -1.68 -0.04
C -3.41 -2.14 -0.55
C -3.60 -2.18 -2.13
C -4.87 -1.79 -2.36
H -6.39 -1.30 -0.91
H -4.90 -1.77 0.95
H -2.43 -2.24 -0.04
H -2.96 -2.41 -2.93
H -5.35 -1.57 -3.28
N -1.54 -2.19 3.06
C -1.98 -0.84 3.06
C -1.02 -0.11 3.53
C 0.13 -0.80 4.09
C -0.30 -2.16 3.73
H -2.00 -2.94 2.53
H -2.99 -0.68 2.71
H -1.24 1.06 3.93
H 1.06 -0.67 4.59
H -0.04 -3.16 3.92
N 0.88 2.61 -3.26
C -0.10 3.57 -3.31
C 0.11 4.50 -2.33
C 1.30 3.95 -1.62
C 1.80 2.90 -2.21
H 1.02 1.69 -3.66
H -0.91 3.58 -4.16
H -0.55 5.27 -2.13
H 1.72 4.26 -0.73
H 2.74 2.25 -2.19
N -0.47 -5.80 -3.82
C 0.69 -5.06 -3.77
C 0.63 -4.36 -2.59
C -0.68 -4.64 -1.95
C -1.28 -5.56 -2.70
H -0.67 -6.33 -4.73
H 1.40 -5.05 -4.57
H 1.45 -3.75 -2.10
H -1.02 -4.29 -1.02
H -2.19 -6.06 -2.77

(2)
Entry from OMol25: a structure of composition C42H63NO23S7VZn2 in a non-equilibrium geometry (the ωB97M-V functional and the def2-TZVPD basis).

For the electronic energy, the calculation gives -291505.34276 eV. The spin multiplicity is 2. Its net charge is +2. The HOMO energy (alpha / beta) is -10.60 / -10.63 eV. The gap between HOMO and LUMO (alpha / beta) is 3.56 / 4.25 eV. The LUMO energy (alpha / beta) comes out at -7.04 / -6.38 eV.

CARTESIAN COORDINATES (ANGSTROEM)
Zn 25.52 2.21 -8.57
Zn 31.16 8.12 -4.47
O 31.60 3.78 -2.80
V 31.00 2.62 -3.75
C 28.95 1.17 -7.01
C 29.57 0.41 -6.12
C 29.41 -1.12 -6.13
O 30.01 -1.91 -5.27
C 28.65 -1.77 -7.03
C 27.79 -1.06 -7.94
C 27.99 0.52 -7.90
O 27.23 1.20 -8.54
O 26.84 -1.58 -8.57
O 30.16 1.06 -5.16
H 29.04 2.25 -7.00
H 28.63 -2.84 -7.21
C 28.87 6.23 -6.91
C 27.91 5.50 -7.58
C 27.10 4.51 -6.80
O 26.03 3.89 -7.26
C 27.59 3.92 -5.66
C 28.78 4.47 -4.98
C 29.35 5.84 -5.55
O 30.25 6.45 -4.97
O 29.31 3.87 -4.00
O 27.79 5.65 -8.85
H 29.38 7.07 -7.37
H 27.11 3.12 -5.12
C 30.92 6.12 -9.95
C 32.25 6.37 -10.42
N 33.32 6.66 -10.80
H 31.03 6.15 -8.86
H 30.55 5.12 -10.18
H 30.20 6.90 -10.18
C 27.54 1.00 -12.45
C 28.63 1.77 -11.75
C 28.23 3.23 -11.29
S 26.33 3.31 -11.60
O 25.97 4.56 -12.31
O 25.71 2.99 -10.29
C 26.33 1.95 -12.74
H 27.22 0.22 -11.76
H 27.89 0.35 -13.25
H 29.49 1.92 -12.40
H 29.03 1.07 -11.02
H 28.74 4.02 -11.83
H 28.25 3.44 -10.22
H 26.52 2.33 -13.75
H 25.36 1.47 -12.83
C 28.94 7.68 0.19
C 28.71 6.15 0.18
C 29.36 5.68 -1.06
S 30.94 6.65 -1.27
O 31.04 7.09 -2.67
O 32.16 6.14 -0.62
C 30.42 7.93 -0.08
H 28.70 8.20 1.11
H 28.38 8.25 -0.55
H 27.69 5.77 0.27
H 29.29 5.77 1.02
H 28.72 5.99 -1.89
H 29.55 4.62 -1.17
H 30.66 8.89 -0.53
H 30.78 7.65 0.90
C 33.05 2.93 -9.15
C 34.17 2.53 -8.16
C 34.28 3.64 -7.17
S 32.49 4.08 -6.65
O 32.25 5.54 -6.72
O 32.21 3.28 -5.42
C 31.86 3.13 -8.14
H 32.83 2.14 -9.87
H 33.37 3.88 -9.56
H 35.14 2.24 -8.59
H 33.88 1.67 -7.56
H 34.55 4.47 -7.82
H 34.98 3.49 -6.35
H 31.01 3.61 -8.62
H 31.47 2.23 -7.66
C 23.00 5.01 -3.87
C 23.61 4.50 -2.63
C 24.89 5.26 -2.20
S 25.10 6.64 -3.44
O 26.54 6.73 -3.67
O 24.43 7.88 -2.88
C 24.14 5.65 -4.68
H 22.27 5.75 -3.54
H 22.45 4.21 -4.37
H 23.82 3.43 -2.66
H 22.87 4.45 -1.83
H 25.82 4.78 -2.50
H 24.94 5.59 -1.16
H 24.78 4.88 -5.12
H 23.90 6.34 -5.49
C 25.86 9.67 -5.84
C 25.74 10.79 -4.80
C 26.89 10.56 -3.81
S 28.36 10.40 -4.95
O 29.19 9.27 -4.59
O 28.91 11.72 -5.26
C 27.27 9.73 -6.35
H 25.04 9.84 -6.53
H 25.66 8.67 -5.45
H 24.71 10.72 -4.46
H 25.76 11.73 -5.36
H 26.94 9.54 -3.41
H 27.14 11.26 -3.01
H 27.55 8.69 -6.52
H 27.39 10.18 -7.34
C 26.26 -0.76 -4.08
C 24.90 -1.47 -4.24
C 24.28 -0.87 -5.58
S 24.61 0.92 -5.50
O 23.58 1.74 -4.92
O 25.03 1.21 -6.92
C 26.05 0.76 -4.31
H 27.05 -0.99 -4.80
H 26.55 -1.02 -3.06
H 24.31 -1.12 -3.39
H 24.92 -2.56 -4.32
H 23.26 -1.04 -5.92
H 24.90 -1.22 -6.41
H 25.79 1.36 -3.43
H 26.89 1.16 -4.87
C 33.35 10.45 -9.02
C 32.83 11.71 -8.50
C 32.08 11.46 -7.25
S 31.20 9.81 -7.51
O 29.83 10.00 -8.02
O 31.39 9.00 -6.30
C 32.30 9.30 -8.82
H 34.26 10.30 -8.44
H 33.66 10.47 -10.07
H 32.07 12.08 -9.19
H 33.59 12.47 -8.33
H 31.38 12.17 -6.81
H 32.82 11.25 -6.47
H 31.70 9.22 -9.73
H 32.80 8.37 -8.55

(3)
Entry from OMol25: a structure of composition C42H64N7O4P4Pb in a non-equilibrium geometry (the ωB97M-V functional and the def2-TZVPD basis).

For the electronic energy, the calculation gives -105597.78373 eV. Its net charge is +3. The HOMO energy is -14.58 eV. The gap between HOMO and LUMO is 7.39 eV. The LUMO energy comes out at -7.18 eV.

CARTESIAN COORDINATES (ANGSTROEM)
Pb 0.68 0.74 0.36
C -0.91 -1.43 2.83
C 0.47 -1.30 3.48
P 1.82 -0.97 2.24
C 3.15 -0.28 3.28
C 3.35 1.10 3.24
C 4.37 1.67 3.99
C 5.19 0.88 4.76
C 4.98 -0.49 4.82
C 3.96 -1.07 4.09
C 2.44 -2.62 1.78
C 3.79 -2.77 1.46
C 4.29 -4.01 1.10
C 3.44 -5.11 1.04
C 2.10 -4.96 1.33
C 1.60 -3.72 1.70
P -1.41 0.17 2.05
C -3.03 -0.15 1.14
C -4.02 0.95 1.40
C -5.05 1.19 0.60
C -5.28 0.43 -0.66
C -4.53 -1.57 -1.14
C -3.36 -1.88 -0.19
C -1.86 1.11 3.55
C -2.84 0.68 4.44
C -3.11 1.41 5.58
C -2.40 2.58 5.84
C -1.42 3.01 4.97
C -1.14 2.27 3.83
H -1.64 -1.71 3.59
H -0.88 -2.19 2.05
H 0.71 -2.22 4.03
H 0.48 -0.47 4.19
H 2.70 1.71 2.63
H 4.53 2.74 3.96
H 6.00 1.32 5.33
H 5.62 -1.11 5.43
H 3.80 -2.14 4.13
H 4.45 -1.92 1.54
H 5.34 -4.12 0.89
H 3.83 -6.08 0.77
H 1.43 -5.81 1.29
H 0.55 -3.64 1.94
H -3.92 1.51 2.32
H -5.78 1.93 0.86
H -5.90 1.00 -1.35
H -4.67 -2.26 -1.97
H -2.77 -2.76 -0.40
H -3.40 -0.22 4.23
H -3.86 1.07 6.27
H -2.62 3.15 6.73
H -0.86 3.90 5.18
H -0.36 2.58 3.15
C 4.45 0.12 -3.68
N 3.89 -0.33 -2.41
C 4.90 -0.79 -1.47
P 2.46 -1.15 -2.29
O 1.87 -1.03 -0.93
O 1.53 -0.39 -3.40
P 0.41 0.80 -3.39
O 0.52 1.71 -2.24
N 0.61 1.52 -4.85
C 0.96 0.79 -6.06
C 0.78 2.96 -4.94
N -1.06 -0.03 -3.33
C -1.61 -0.57 -4.56
C -1.19 -0.90 -2.17
N 2.56 -2.73 -2.75
C 3.10 -3.09 -4.05
C 1.59 -3.68 -2.24
H 5.09 -0.63 -4.14
H 5.06 1.00 -3.49
H 3.65 0.38 -4.36
H 5.52 -1.59 -1.89
H 4.40 -1.16 -0.58
H 5.55 0.04 -1.21
H 0.89 -0.28 -5.89
H 1.99 1.02 -6.37
H 0.30 1.08 -6.88
H 0.63 3.38 -3.95
H 0.05 3.38 -5.63
H 1.78 3.22 -5.29
H -1.50 0.19 -5.33
H -2.67 -0.77 -4.43
H -1.12 -1.49 -4.89
H -1.56 0.85 -1.26
H -0.27 -1.46 -1.97
H -1.99 -1.61 -2.38
H 3.87 -2.38 -4.34
H 2.33 -3.11 -4.82
H 3.55 -4.08 -3.98
H 1.26 -3.35 -1.25
H 2.07 -4.66 -2.13
H 0.73 -3.78 -2.90
O 2.64 2.61 0.16
H 3.50 2.37 0.54
H 2.74 2.63 -0.79
N -3.58 5.33 -0.24
C -2.16 5.06 0.13
C -1.82 3.56 0.11
N -0.44 3.30 0.45
H -3.77 6.34 -0.26
H -4.22 4.89 0.44
H -3.79 4.95 -1.17
H -1.98 5.47 1.13
H -1.51 5.59 -0.58
H -2.00 3.15 -0.89
H -2.46 3.02 0.82
H -0.19 3.70 1.34
H 0.20 3.66 -0.25
N -1.51 -0.12 -0.95
C -2.81 -0.45 -0.38
C -4.01 -0.13 -1.31
C -5.82 -1.04 -0.48
C -6.05 -1.45 0.93
C -5.04 -1.69 1.75
C -3.63 -1.60 1.30
H -3.73 0.30 -2.27
H -6.70 -1.22 -1.09
H -7.08 -1.56 1.25
H -5.22 -1.98 2.78
H -3.02 -2.24 1.94